1.
Below is a cluster of 7 separate species, C23H50NO19S3 in total at a distorted geometry, with properties calculated with ωB97M-V/def2-TZVPD.

Structure (ORCA input):
```
! wB97M-V def2-TZVPD RIJCOSX def2/J DEFGRID3
* xyz 1 1
C -0.10 3.12 -1.99
N -0.97 2.92 -0.68
C -0.61 3.76 0.52
C -2.35 3.38 -1.15
C -1.11 1.45 -0.35
C 0.30 0.87 0.21
O 0.20 -0.51 0.42
H 0.93 2.73 -1.69
H 0.11 4.23 -1.97
H -0.49 2.66 -2.76
H 0.36 3.59 0.78
H -1.37 3.60 1.14
H -0.70 4.77 0.34
H -2.99 3.44 -0.29
H -2.98 2.76 -1.95
H -2.35 4.43 -1.36
H -1.50 0.94 -1.16
H -1.92 1.02 0.25
H 0.46 1.21 1.17
H 1.09 1.02 -0.37
H 1.08 -1.01 0.64
O -0.89 -1.39 -2.11
S -0.33 -1.16 -3.40
O -0.75 -1.97 -4.54
O -1.04 0.29 -3.83
C -2.47 0.28 -3.92
C -2.87 1.47 -4.71
C 1.38 -0.97 -3.42
H -3.00 0.04 -2.82
H -2.82 -0.54 -4.53
H -4.00 1.80 -4.72
H -2.66 1.51 -5.96
H -2.25 2.35 -4.34
H 1.70 -0.52 -4.43
H 1.73 -2.07 -3.28
H 1.69 -0.61 -2.57
O 2.13 -1.75 1.06
S 2.98 -2.92 0.88
O 3.47 -3.62 2.05
O 2.10 -4.07 -0.08
C 0.70 -4.13 0.16
C 0.35 -5.29 -0.71
C 4.36 -2.47 -0.10
H 0.61 -3.09 -0.28
H 0.19 -4.13 1.07
H 0.60 -5.19 -1.90
H -0.79 -5.13 -0.52
H 0.76 -6.42 -0.40
H 4.81 -1.89 0.64
H 3.75 -2.03 -0.82
H 5.04 -3.22 -0.50
O -3.55 -1.68 4.19
S -2.33 -1.57 3.39
O -1.49 -0.35 3.41
O -1.22 -2.78 3.91
C 0.16 -2.36 4.14
C 0.98 -3.62 4.36
C -2.68 -2.17 1.75
H 0.26 -1.42 4.78
H 0.52 -1.89 3.21
H 0.56 -4.03 5.26
H 1.95 -3.48 4.45
H 0.85 -4.38 3.62
H -1.98 -1.93 1.06
H -3.37 -1.45 1.34
H -2.97 -3.15 1.58
C 1.31 1.79 5.08
C 2.53 2.80 4.92
O 3.19 2.45 3.75
C 2.67 1.29 3.25
O 2.97 0.73 2.20
O 1.66 0.91 4.04
H 0.27 2.30 4.87
H 1.24 1.33 6.12
H 3.35 2.46 5.65
H 2.63 3.92 4.88
C 5.97 0.46 -2.73
C 6.14 1.36 -3.89
O 4.89 2.06 -3.87
C 4.02 1.50 -3.01
O 2.87 1.76 -2.90
O 4.62 0.41 -2.50
H 6.51 0.85 -1.66
H 6.36 -0.61 -3.00
H 5.99 1.11 -4.95
H 6.76 2.20 -3.77
C -6.72 1.70 1.21
C -5.93 0.31 1.08
O -5.50 0.41 -0.31
C -5.73 1.57 -0.73
O -5.33 1.95 -1.83
O -6.50 2.24 -0.14
H -6.07 2.41 1.75
H -7.83 1.43 1.43
H -6.44 -0.58 1.02
H -5.16 0.20 1.88
*
```

**HOMO**: -11.76 eV
**Kohn-Sham gap**: 9.74 eV

Charges computed using Mulliken, reported in e:
1. C -0.5551
2. N 0.6794
3. C -1.4034
4. C -0.9430
5. C -0.1063
6. C -1.1239
7. O 0.0857
8. H 0.3363
9. H 0.3451
10. H -0.0291
11. H 0.5414
12. H 0.4763
13. H 0.4260
14. H 0.4971
15. H 0.0696
16. H 0.5281
17. H -0.4795
18. H 0.3657
19. H 0.3599
20. H 0.9357
21. H -0.0370
22. O -0.5596
23. S 1.1805
24. O -0.6937
25. O -0.3992
26. C 0.1133
27. C -1.1455
28. C -0.4845
29. H 0.0503
30. H 0.4904
31. H 0.2892
32. H 0.2813
33. H 0.1892
34. H 0.3486
35. H 0.3758
36. H -0.0395
37. O -0.3994
38. S 1.1910
39. O -0.6404
40. O -0.4856
41. C 0.6960
42. C -1.1678
43. C -0.9321
44. H -0.2687
45. H 0.1287
46. H 0.2510
47. H 0.3385
48. H 0.2821
49. H 0.4381
50. H 0.1149
51. H 0.4382
52. O -0.6406
53. S 1.0810
54. O -0.4604
55. O -0.4240
56. C 0.9135
57. C -1.7661
58. C -0.1142
59. H 0.2344
60. H -0.3286
61. H 0.4206
62. H 0.5493
63. H 0.3365
64. H -0.3151
65. H 0.0005
66. H 0.5426
67. C -0.2305
68. C -0.4578
69. O -0.3840
70. C 0.4926
71. O -0.4441
72. O 0.0001
73. H 0.2130
74. H 0.2834
75. H 0.2461
76. H 0.2872
77. C -0.2371
78. C -0.3844
79. O -0.3993
80. C 0.4695
81. O -0.4281
82. O -0.0726
83. H 0.2592
84. H 0.2580
85. H 0.2798
86. H 0.2599
87. C -0.3607
88. C -0.1767
89. O -0.2888
90. C 0.7801
91. O -0.6961
92. O -0.2703
93. H 0.3334
94. H 0.2792
95. H 0.3603
96. H 0.0491



2.
Below is a structure of composition C5H6O3 at a distorted geometry, with properties calculated with ωB97M-V/def2-TZVPD.

Structure (ORCA input):
```
! wB97M-V def2-TZVPD RIJCOSX def2/J DEFGRID3
* xyz 0 1
C -0.92 0.11 -0.61
C -0.03 -1.03 -0.23
C 0.65 0.53 0.90
C 1.34 0.62 -0.34
C -0.03 1.27 -0.24
H -2.85 0.69 0.05
H -0.91 0.08 -1.77
H -0.16 -2.06 -0.30
H 0.83 1.18 1.76
H 2.27 1.03 -0.38
H -0.30 2.25 -0.32
O -2.13 -0.09 0.06
O 0.23 -0.70 1.18
O 1.28 -0.74 -0.74
*
```

**HOMO**: -9.31 eV
**Kohn-Sham gap**: 9.96 eV

Charges computed using Mulliken, reported in e:
1. C 0.8763
2. C -0.5135
3. C -0.3468
4. C -0.2804
5. C -0.9535
6. H 0.3487
7. H 0.2355
8. H 0.5835
9. H 0.4813
10. H 0.5159
11. H 0.4996
12. O -0.5717
13. O -0.4232
14. O -0.4517



3.
Below is a structure of composition C11H11FN2 at a distorted geometry, with properties calculated with ωB97M-V/def2-TZVPD.

Structure (ORCA input):
```
! wB97M-V def2-TZVPD RIJCOSX def2/J DEFGRID3
* xyz 0 1
C 1.95 0.05 2.30
C 1.80 -0.97 1.27
C 1.28 -0.66 -0.10
C 1.23 0.78 -0.51
C 0.70 1.12 -1.84
C 0.36 -0.09 -2.62
C -2.47 -1.32 -0.96
C -3.82 -0.68 -0.23
C -4.74 -0.44 0.58
C 1.47 1.73 0.53
C 1.83 1.39 1.91
H 1.85 -2.00 1.68
H 1.11 -1.53 -0.86
H 1.62 1.64 -2.38
H -0.09 1.84 -1.72
H 0.93 -0.54 -3.49
H -1.19 0.35 -0.60
H -1.79 -1.94 -0.18
H -2.62 -2.16 -2.01
H -5.68 -0.25 1.11
H 1.52 2.86 0.14
H 2.21 2.30 2.45
N -0.81 -0.64 -2.45
N -1.73 0.05 -1.51
F 2.49 -0.22 3.52
*
```

**HOMO**: -9.24 eV
**Kohn-Sham gap**: 9.72 eV

Charges computed using Mulliken, reported in e:
1. C 0.3982
2. C -0.6512
3. C -0.0466
4. C 0.2756
5. C -0.5577
6. C -0.5312
7. C -0.3206
8. C -0.5386
9. C 0.1393
10. C -0.2923
11. C -0.4456
12. H 0.3098
13. H 0.3102
14. H 0.3193
15. H 0.5106
16. H 0.2966
17. H 0.2436
18. H 0.2373
19. H 0.3011
20. H 0.3859
21. H 0.2140
22. H 0.2984
23. N -0.2643
24. N -0.3113
25. F -0.2803



4.
Below is a structure of composition C17H21IN6O5Pt at a distorted geometry, with properties calculated with ωB97M-V/def2-TZVPD.

Structure (ORCA input):
```
! wB97M-V def2-TZVPD RIJCOSX def2/J DEFGRID3
* xyz 2 1
Pt 1.41 -0.50 -0.42
C -0.95 -0.41 -4.29
C -1.29 0.60 -3.24
N -2.10 1.59 -3.58
C -2.43 2.52 -2.68
C -1.95 2.56 -1.40
C -2.38 3.66 -0.45
O -2.79 3.15 0.82
C -1.06 1.53 -1.01
C -0.50 1.55 0.31
N 0.37 0.71 0.79
C 0.68 0.73 2.19
C -0.34 0.87 3.12
C -0.03 0.93 4.47
C 1.29 0.82 4.90
C 2.31 0.65 3.97
C 1.99 0.60 2.63
I 3.47 0.40 1.18
C -0.78 0.50 -1.93
O -0.10 -0.63 -1.65
H -1.61 -0.27 -5.14
H -1.05 -1.43 -3.92
H 0.08 -0.27 -4.63
H -3.13 3.27 -3.03
H -3.18 4.23 -0.92
H -1.56 4.36 -0.26
H -3.75 3.03 0.82
H -0.86 2.30 1.00
H -1.37 0.94 2.79
H -0.82 1.05 5.20
H 1.52 0.87 5.95
H 3.34 0.56 4.30
N 2.42 -1.74 -1.74
N 2.67 -1.02 -2.92
C 2.32 0.34 -2.91
O 2.30 1.03 -3.87
O 2.08 0.82 -1.67
H 3.30 -2.00 -1.29
H 1.89 -2.60 -1.91
H 2.54 -1.51 -3.80
C -1.57 -2.23 0.76
N -0.63 -3.19 1.33
C 0.69 -3.12 1.35
N 1.37 -4.13 1.92
O 1.41 -2.17 0.87
H -2.36 -2.78 0.24
H -1.08 -1.60 0.03
H -2.02 -1.62 1.54
H -1.05 -3.97 1.82
H 0.91 -4.91 2.36
H 2.37 -4.05 2.01
*
```

**HOMO**: -14.40 eV
**Kohn-Sham gap**: 6.34 eV

Charges computed using Mulliken, reported in e:
1. Pt 1.7425
2. C -1.2290
3. C 0.8319
4. N -0.5696
5. C -1.0403
6. C 0.7040
7. C -0.9122
8. O -0.5036
9. C 0.4981
10. C -0.8119
11. N -0.2319
12. C 0.1969
13. C -0.0048
14. C -0.9013
15. C -0.6174
16. C -0.4897
17. C 0.2056
18. I 0.2528
19. C 0.5603
20. O -1.1837
21. H 0.4247
22. H 0.3070
23. H 0.2225
24. H 0.3839
25. H 0.5076
26. H 0.2986
27. H 0.3145
28. H 1.1166
29. H 0.5753
30. H 0.4345
31. H 0.4357
32. H 0.4261
33. N -0.4055
34. N -0.2735
35. C 0.5194
36. O -0.4678
37. O -0.6317
38. H 0.4046
39. H 0.3731
40. H 0.3049
41. C -0.4238
42. N -0.1743
43. C 0.7475
44. N -0.4577
45. O -0.6707
46. H 0.4093
47. H -0.0908
48. H 0.2599
49. H 0.2231
50. H 0.1782
51. H 0.2319



5.
Below is a structure of composition C45H40BrF4MnN2PSi2, with properties calculated with ωB97M-V/def2-TZVPD.

Structure (ORCA input):
```
! wB97M-V def2-TZVPD RIJCOSX def2/J DEFGRID3
* xyz 1 5
Mn 0.36 -0.94 0.66
C -1.16 -1.92 3.89
C 0.29 -1.56 3.79
C 1.16 -1.73 4.85
C 2.50 -1.37 4.67
C 2.96 -0.87 3.49
C 2.05 -0.68 2.43
N 0.74 -1.03 2.64
N 2.28 -0.26 1.16
Si 3.65 0.73 0.71
C 3.60 0.99 -1.15
C 3.55 2.35 1.62
C 5.31 -0.07 1.08
H -1.27 -2.92 4.32
H -1.65 -1.89 2.93
H -1.67 -1.21 4.55
H 0.80 -2.14 5.78
H 3.19 -1.52 5.49
H 4.00 -0.64 3.35
H 2.63 0.78 -1.59
H 4.32 0.33 -1.65
H 3.87 2.01 -1.40
H 2.55 2.77 1.58
H 4.24 3.09 1.20
H 3.83 2.22 2.67
H 5.33 -1.12 0.79
H 5.61 0.01 2.12
H 6.07 0.45 0.49
F -3.23 -6.07 -2.66
C -2.51 -4.98 -2.47
C -2.32 -4.07 -3.50
F -2.86 -4.30 -4.68
C -1.55 -2.93 -3.29
F -1.35 -2.16 -4.35
C -0.98 -2.64 -2.05
P 0.05 -1.14 -1.78
C -0.63 0.19 -2.79
C -2.00 0.38 -2.88
C -2.50 1.46 -3.60
C -1.64 2.34 -4.22
C -0.26 2.16 -4.12
C 0.24 1.09 -3.41
C 1.61 -1.67 -2.54
C 2.63 -2.16 -1.72
C 3.79 -2.66 -2.28
C 3.95 -2.67 -3.66
C 2.94 -2.19 -4.48
C 1.77 -1.69 -3.92
C -1.15 -3.60 -1.05
Br -0.31 -3.47 0.64
C -1.90 -4.74 -1.24
F -2.05 -5.64 -0.28
H -2.69 -0.30 -2.39
H -3.57 1.59 -3.67
H -2.03 3.18 -4.78
H 0.42 2.86 -4.59
H 1.31 0.96 -3.33
H 2.54 -2.12 -0.64
H 4.58 -3.04 -1.64
H 4.86 -3.06 -4.10
H 3.06 -2.19 -5.55
H 0.99 -1.33 -4.57
C -5.12 -0.31 -1.21
C -4.37 -1.27 -0.54
C -3.21 -0.88 0.13
C -2.77 0.44 0.12
C -3.55 1.38 -0.55
C -4.72 1.01 -1.21
Si -1.23 0.94 1.06
C -0.48 2.52 0.42
C 0.56 2.57 -0.50
C 1.06 3.77 -0.98
C 0.52 4.96 -0.52
C -0.52 4.94 0.40
C -1.01 3.74 0.87
C -1.68 1.20 2.85
C -2.99 1.05 3.30
C -3.31 1.29 4.63
C -2.33 1.68 5.53
C -1.02 1.85 5.09
C -0.70 1.62 3.76
H -6.03 -0.60 -1.73
H -4.70 -2.30 -0.52
H -2.66 -1.64 0.67
H -3.24 2.42 -0.58
H -5.31 1.76 -1.72
H 1.02 1.64 -0.85
H 1.87 3.78 -1.69
H 0.90 5.91 -0.89
H -0.94 5.87 0.76
H -1.80 3.74 1.61
H -3.76 0.73 2.62
H -4.33 1.16 4.97
H -2.58 1.86 6.56
H -0.25 2.17 5.78
H 0.32 1.77 3.44
*
```

**HOMO (spin up / spin down)**: -10.37 / -10.42 eV
**Kohn-Sham gap (spin up / spin down)**: 6.64 / 7.43 eV
**Expectation value of S²**: 6.352

Charges computed using Mulliken, reported in e:
1. Mn -0.6704
2. C -0.8788
3. C 0.5356
4. C -1.1058
5. C -0.6325
6. C -0.7135
7. C 0.4295
8. N 0.8123
9. N 0.5847
10. Si -0.2001
11. C -0.4640
12. C -1.0169
13. C -1.4449
14. H 0.5255
15. H -0.2867
16. H 0.1324
17. H 0.5585
18. H 0.4653
19. H 0.3143
20. H -0.4345
21. H 0.4222
22. H 0.4814
23. H 0.2186
24. H 0.4352
25. H 0.3486
26. H 0.4004
27. H 0.4615
28. H 0.3842
29. F -0.2832
30. C 0.4331
31. C 0.4446
32. F -0.2912
33. C -0.2965
34. F -0.3904
35. C 0.3303
36. P 1.7958
37. C 0.7867
38. C -0.6340
39. C -0.9110
40. C -0.9496
41. C -0.6443
42. C -0.5866
43. C 1.3484
44. C -0.2699
45. C -0.7738
46. C -0.7086
47. C -0.9475
48. C -0.4825
49. C 0.0945
50. Br -0.1207
51. C 0.5851
52. F -0.3193
53. H 0.3809
54. H 0.5183
55. H 0.4423
56. H 0.4793
57. H 0.2379
58. H -0.1573
59. H 0.4661
60. H 0.4236
61. H 0.4815
62. H 0.4653
63. C -0.8770
64. C -0.7791
65. C -0.2030
66. C 0.6501
67. C -0.5687
68. C -0.5948
69. Si 1.3529
70. C 0.4353
71. C 1.1041
72. C -0.9415
73. C -1.0765
74. C -0.6684
75. C -0.4646
76. C 0.7938
77. C -0.4428
78. C -0.6694
79. C -0.7458
80. C -0.5490
81. C -0.4633
82. H 0.4079
83. H 0.5159
84. H 0.1529
85. H 0.3026
86. H 0.5776
87. H -0.7134
88. H 0.5124
89. H 0.4320
90. H 0.4669
91. H 0.4516
92. H 0.3349
93. H 0.4154
94. H 0.3979
95. H 0.4762
96. H 0.3675



6.
Below is a cluster of 4 separate species, C2H11NO4 in total at a distorted geometry, with properties calculated with ωB97M-V/def2-TZVPD.

Structure (ORCA input):
```
! wB97M-V def2-TZVPD RIJCOSX def2/J DEFGRID3
* xyz 0 1
C -2.55 0.06 -1.25
C -1.43 -0.70 -0.58
N -0.17 -0.21 -0.79
O -1.64 -1.62 0.18
H -2.22 0.17 -2.30
H -3.40 -0.62 -1.22
H -2.67 1.05 -0.83
H 0.18 0.32 -1.56
H 0.48 -0.65 -0.16
H 3.30 0.77 -1.16
H 3.10 1.92 -2.13
O 2.66 1.16 -1.73
H -1.69 -1.83 2.47
H -2.96 -1.11 2.98
O -2.09 -1.38 3.23
H 3.40 1.16 2.27
H 4.04 0.31 1.21
O 3.66 1.18 1.35
*
```

**HOMO**: -9.91 eV
**Kohn-Sham gap**: 10.30 eV

Charges computed using Mulliken, reported in e:
1. C -0.9394
2. C 0.6061
3. N -0.2732
4. O -0.6300
5. H 0.3080
6. H 0.2737
7. H 0.2828
8. H 0.1742
9. H 0.1816
10. H 0.2874
11. H 0.3023
12. O -0.5840
13. H 0.3388
14. H 0.3027
15. O -0.6373
16. H 0.3089
17. H 0.3180
18. O -0.6206